The following is a DFT calculation (the ωB97M-V functional and the def2-TZVPD basis) of one molecule with the formula CH2N2O3Si.

Values from the calculation:
electronic energy: -18067.9095 eV
spin multiplicity: 1
LUMO level: -0.66 eV
energy above the lowest of the compared OMol25 structures with the same formula, charge and spin: 9.5 kcal per mole
SMILES: N#C[Si@@H](O)[N+](=O)[O-]
highest occupied orbital energy: -11.553 eV
total charge: 0
molar mass: 118.124 g mol⁻¹
orbital gap: 10.89 eV

The geometry in XYZ format:
```
9
Properties=species:S:1:pos:R:3:lowdin_charge:R:1
C 1.65576 -1.70315 0.36166 -0.240
N 2.19345 -2.62458 0.76890 0.050
N 1.90442 1.20485 -0.04295 -0.473
O 2.78384 1.33171 -0.87227 0.034
O 1.82796 1.85689 0.98914 0.026
O -0.62061 0.33028 0.69003 -0.130
Si 0.59367 -0.06440 -0.26787 0.635
H -0.55091 0.67025 1.58378 0.084
H 0.17119 -0.16087 -1.63786 0.014
```

***

The following is a DFT calculation (the ωB97M-V functional and the def2-TZVPD basis) of C32H51BN6Ta as an isolated structure.

Values from the calculation:
electronic energy: -45157.9593 eV
spin multiplicity: 1
LUMO level: -10.78 eV
energy above the lowest of the compared OMol25 structures with the same formula, charge and spin: 0.0 kcal per mole
highest occupied orbital energy: -17.857 eV
total charge: +3
molar mass: 711.562 g mol⁻¹
orbital gap: 7.07 eV

The geometry in XYZ format:
```
91
Properties=species:S:1:pos:R:3:lowdin_charge:R:1
Ta 1.21667 0.93076 -0.67792 1.907
C 2.37276 2.92269 0.17769 -0.114
C 2.67771 2.75165 -1.18911 -0.160
C 3.46015 1.56111 -1.31474 -0.136
C 3.61279 1.00390 -0.03645 -0.093
C 2.91108 1.82161 0.88097 -0.088
H 1.82749 3.73166 0.63130 0.127
H 2.44594 3.43171 -1.99318 0.129
H 3.91364 1.19102 -2.22386 0.142
H 4.16933 0.11335 0.20601 0.120
H 2.84775 1.66564 1.94613 0.123
C 3.07077 -2.29630 -2.14235 -0.041
C 3.38794 -2.68464 -0.70113 -0.329
C 4.88596 -2.56662 -0.38134 -0.023
C 2.55033 -1.93601 0.28364 -0.184
C 2.52814 -2.01330 1.69130 0.105
C 1.64139 -1.08141 2.15463 -0.136
C 1.35055 -0.77933 3.59337 -0.328
C 0.77529 0.60746 3.85747 -0.025
C 0.51115 -1.90210 4.22709 -0.014
N 1.02095 -0.48353 1.03446 -0.030
N 1.66096 -1.02165 -0.08694 -0.063
B -0.68371 -0.56380 0.97003 -0.429
N -0.96870 -1.05984 -0.45268 0.078
N -0.39588 -0.23738 -1.37462 -0.087
C -0.76559 -0.63682 -2.60216 -0.207
C -1.60988 -1.72394 -2.47338 0.099
C -1.71756 -1.98401 -1.10107 -0.116
C -2.49056 -3.08517 -0.43569 -0.335
C -1.63472 -3.84964 0.58443 -0.028
C -3.08218 -4.03321 -1.47858 -0.048
C -0.22547 0.11646 -3.77562 -0.307
C -1.32438 0.86042 -4.54167 -0.007
C 0.85379 1.07129 -3.26580 -0.080
N -1.07946 0.92380 1.05210 0.044
N -0.39255 1.86780 0.28088 -0.037
C -1.13590 3.02779 0.32551 -0.174
C -2.19977 2.81549 1.17203 0.071
C -2.17321 1.48923 1.58642 -0.138
C -3.24328 0.82988 2.41542 -0.322
C -3.93522 -0.30919 1.66115 -0.030
C -2.79538 0.39078 3.81003 -0.028
C -1.11868 4.26130 -0.55871 -0.328
C -2.26845 4.08515 -1.57025 -0.026
C 0.12978 4.67443 -1.31627 -0.057
H 3.62496 -2.92896 -2.83295 0.107
H 3.38491 -1.26485 -2.34157 0.064
H 2.00785 -2.40217 -2.37007 0.081
H 3.11366 -3.73573 -0.55053 0.169
H 5.26925 -1.57017 -0.61182 0.080
H 5.44051 -3.27185 -0.99768 0.105
H 5.10622 -2.79463 0.66073 0.092
H 3.13076 -2.66616 2.30389 0.155
H 2.33897 -0.82297 4.06376 0.160
H -0.19585 0.74846 3.39194 0.046
H 1.44006 1.40627 3.52408 0.074
H 0.64288 0.73587 4.93093 0.110
H -0.49059 -1.93722 3.79929 0.060
H 0.41670 -1.71966 5.29616 0.105
H 0.97883 -2.87647 4.09141 0.095
H -1.10228 -1.20739 1.85799 0.102
H -2.07649 -2.28162 -3.26666 0.136
H -3.32812 -2.60806 0.08367 0.134
H -0.66788 -4.12535 0.15562 0.093
H -2.14232 -4.77166 0.86213 0.098
H -1.46333 -3.28900 1.50169 0.058
H -2.30100 -4.51286 -2.07135 0.099
H -3.77467 -3.52448 -2.14951 0.093
H -3.64367 -4.81604 -0.97270 0.098
H 0.25685 -0.59119 -4.45576 0.168
H -1.83311 1.57543 -3.89279 0.080
H -2.06651 0.15727 -4.91509 0.103
H -0.90706 1.39212 -5.39581 0.103
H 0.39965 1.83714 -2.58437 0.066
H 1.32878 1.67145 -4.04294 0.140
H 1.70102 0.48824 -2.83253 0.061
H -2.96571 3.53455 1.41384 0.152
H -3.97755 1.62659 2.55086 0.149
H -3.29505 -1.19123 1.61904 0.052
H -4.22091 -0.01984 0.64824 0.100
H -4.84083 -0.59302 2.19577 0.106
H -2.11738 -0.46171 3.77308 0.057
H -3.67591 0.08317 4.37292 0.105
H -2.31842 1.20050 4.36227 0.096
H -1.39428 5.08103 0.10889 0.157
H -2.06653 3.24674 -2.24370 0.070
H -2.36344 4.98525 -2.17650 0.103
H -3.22294 3.90093 -1.08297 0.091
H 0.41996 3.91219 -2.04628 0.051
H 0.97488 4.93742 -0.68601 0.074
H -0.10660 5.56521 -1.89716 0.110
```

***

The following is a DFT calculation (the ωB97M-V functional and the def2-TZVPD basis) of one molecule with the formula C5H7NO.

Values from the calculation:
electronic energy: -8829.3876 eV
spin multiplicity: 1
LUMO level (alpha / beta): 0.25 / 0.25 eV
energy above the lowest of the compared OMol25 structures with the same formula, charge and spin: 157.2 kcal per mole
highest occupied orbital energy (alpha / beta): -7.379 / -7.377 eV
total charge: 0
molar mass: 97.117 g mol⁻¹
orbital gap (alpha / beta): 7.63 / 7.63 eV

The geometry in XYZ format:
```
14
Properties=species:S:1:pos:R:3:lowdin_charge:R:1
C 1.61127 -0.19052 1.23935 -0.105
C -0.42748 0.27187 -2.48820 -0.019
C -1.00514 0.48435 -1.18435 -0.104
O 0.47373 0.21699 0.49461 -0.214
N -1.77236 0.44853 -0.28015 0.191
C -0.91255 -0.07748 1.07566 -0.340
C -1.51434 -0.52680 2.08598 0.034
H 2.51124 0.25733 0.81740 0.084
H 1.70378 -1.28088 1.27339 0.086
H 1.53446 0.15381 2.27446 0.084
H 0.21902 -0.60699 -2.45455 0.102
H 0.14478 1.15205 -2.78345 0.095
H -1.22764 0.06580 -3.20419 0.101
H -1.33876 -0.36807 3.13404 0.006
```

***

The following is a DFT calculation (the ωB97M-V functional and the def2-TZVPD basis) of a 8-piece molecular cluster, C13H42N4O8 overall.

Values from the calculation:
electronic energy: -36500.0276 eV
spin multiplicity: 1
LUMO level: 0.02 eV
energy above the lowest of the compared OMol25 structures with the same formula, charge and spin: 20.6 kcal per mole
SMILES: NC(N)=O.NC(N)=O.CCO.CCO.CCO.CCO.CCO.CO
highest occupied orbital energy: -8.671 eV
total charge: 0
molar mass: 382.499 g mol⁻¹
orbital gap: 8.69 eV

The geometry in XYZ format:
```
67
Properties=species:S:1:pos:R:3:lowdin_charge:R:1
C -4.18300 -31.56100 -0.92300 -0.063
C -2.90700 -32.40100 -0.64800 -0.289
O -1.79700 -31.51000 -0.61300 -0.065
H -5.05500 -32.21800 -0.88300 0.074
H -4.08500 -31.04500 -1.90800 0.058
H -4.19100 -30.87100 -0.08800 0.074
H -2.70800 -33.19700 -1.33300 0.092
H -2.98300 -32.78100 0.35700 0.101
H -1.03700 -31.99500 -0.59000 -0.030
C -0.58600 -28.91100 -4.77600 -0.046
C 0.24700 -29.68400 -3.73900 -0.349
O 1.02100 -28.83900 -3.00000 -0.103
H -1.19800 -28.20100 -4.29700 0.067
H -1.13800 -29.59700 -5.32400 0.037
H 0.12600 -28.32900 -5.37500 0.088
H 0.78600 -30.45600 -4.23900 0.109
H -0.46500 -30.24400 -3.10800 0.103
H 0.41300 -28.13700 -2.67500 0.149
C -2.66000 -31.62400 -4.23000 -0.081
C -4.07800 -32.12800 -4.53500 -0.288
O -4.66200 -31.27000 -5.51300 -0.085
H -2.63700 -30.68000 -3.81700 0.040
H -2.02200 -31.59500 -5.08000 0.065
H -2.29400 -32.44400 -3.63600 0.064
H -4.71000 -32.10500 -3.69100 0.076
H -3.99800 -33.16800 -4.89800 0.121
H -5.27100 -30.67100 -5.03900 0.094
C 0.81500 -32.57900 -2.09600 -0.089
C 1.31900 -33.39200 -0.90500 -0.291
O 0.85500 -32.77600 0.25500 -0.096
H 1.33400 -32.95500 -2.99500 0.084
H 1.02300 -31.50300 -1.99700 0.055
H -0.23100 -32.80300 -2.26900 0.053
H 2.41500 -33.29200 -0.87900 0.103
H 0.91500 -34.38700 -0.91900 0.111
H 1.55900 -32.14600 0.48500 0.014
C 6.52200 -30.67000 -0.25000 -0.091
C 6.23100 -32.10500 0.18600 -0.259
O 4.83700 -32.36300 0.19500 -0.094
H 5.99500 -30.33500 -1.14900 0.050
H 7.56800 -30.46900 -0.55600 0.076
H 6.36900 -29.90000 0.53800 0.086
H 6.77000 -32.29700 1.14200 0.125
H 6.59400 -32.85800 -0.58200 0.128
H 4.45600 -32.20900 -0.61600 -0.010
C 4.11600 -30.48200 -3.45700 -0.535
O 3.87700 -31.20100 -2.30500 -0.135
N 5.25700 -30.73200 -4.09600 0.154
N 3.45900 -29.41000 -3.86300 0.195
H 5.63600 -31.60000 -3.80400 0.099
H 5.55500 -30.37800 -5.03800 0.145
H 2.49500 -29.24000 -3.53100 0.056
H 3.66500 -28.94200 -4.73300 0.122
C 1.99200 -30.02300 0.78600 -0.650
O 0.99900 -29.48800 1.55800 -0.113
N 2.31200 -29.66900 -0.44100 0.167
N 2.70400 -31.02700 1.18200 0.106
H 1.76700 -28.92200 -0.88300 0.098
H 2.81900 -30.27000 -1.14100 0.072
H 2.56800 -31.31700 2.21700 0.177
H 3.66200 -31.46800 0.81900 0.119
C -0.99700 -31.51600 3.04600 -0.147
O -1.93400 -30.61200 3.71700 -0.136
H -0.16900 -31.65400 3.73800 0.067
H -0.51500 -31.15000 2.15000 0.029
H -1.46000 -32.48900 2.82000 0.079
H -1.41000 -29.83800 3.94500 0.063
```

***

The following is a DFT calculation (the ωB97M-V functional and the def2-TZVPD basis) of C3H2AgO as an isolated structure.

Values from the calculation:
electronic energy: -9185.1470 eV
spin multiplicity: 1
LUMO level (alpha / beta): 3.32 / 3.32 eV
energy above the lowest of the compared OMol25 structures with the same formula, charge and spin: 8.1 kcal per mole
highest occupied orbital energy (alpha / beta): -2.301 / -2.300 eV
total charge: -1
molar mass: 161.916 g mol⁻¹
orbital gap (alpha / beta): 5.62 / 5.62 eV

The geometry in XYZ format:
```
7
Properties=species:S:1:pos:R:3:lowdin_charge:R:1
O 1.34574 1.52317 -0.74756 -0.426
C 0.67106 2.56519 -0.54496 -0.341
H 0.06892 2.42195 0.45919 -0.078
C -2.61920 0.50452 -0.68988 -0.270
C -2.30131 -0.02032 0.39134 -0.360
H -2.94187 0.85979 -1.65637 -0.047
Ag 0.12392 -0.11059 0.22816 0.523
```